No. 1
Here is a structure of composition C35H39BiBrN5O7PS from OMol25. Energies are from ωB97M-V with the def2-TZVPD basis set.

Results
Net charge: +1
Energy above the lowest of the compared OMol25 structures with the same formula, charge and spin in eV: 0.9491
Total energy in hartree: -5685.60827
Orbital gap in eV: 7.4
Strongest force on any atom in Eh/bohr: 0.0039
Spin multiplicity: 1

Each line ends with the Mulliken charge.
CARTESIAN COORDINATES (ANGSTROEM)
Bi1 0.4133 -1.1489 0.0514  3.039
Br1 -6.6125 -3.1198 2.8305  -0.169
C1 -4.9633 -3.1346 1.9147  0.061
C2 -3.9050 -2.3836 2.4016  -1.161
C3 -2.7019 -2.3819 1.7186  0.211
C4 -2.5521 -3.1533 0.5689  0.107
C5 -3.6213 -3.9027 0.0882  -0.429
C6 -4.8316 -3.8911 0.7611  -0.710
N1 -1.3063 -3.1144 -0.1092  0.173
C7 -0.8489 -4.1495 -0.6850  -0.823
C8 0.3518 -4.0862 -1.5411  0.519
C9 0.7495 -5.1848 -2.2842  -0.978
C10 1.7995 -5.0382 -3.1826  -0.330
C11 2.4056 -3.8016 -3.3190  -1.087
C12 1.9637 -2.7538 -2.5222  -0.495
N2 0.9766 -2.9058 -1.6468  0.018
H1 -4.0163 -1.8128 3.3133  0.505
H2 -1.8637 -1.8319 2.1223  0.332
H3 -3.5381 -4.4622 -0.8351  0.558
H4 -5.6711 -4.4586 0.3849  0.427
H5 -1.3419 -5.1191 -0.6104  0.608
H6 0.2340 -6.1297 -2.1741  0.469
H7 2.1242 -5.8783 -3.7817  0.440
H8 3.1991 -3.6376 -4.0346  0.472
H9 2.3827 -1.7536 -2.5928  0.739
O1 2.1555 -2.0675 3.5605  -0.743
S1 0.9572 -2.1595 2.7537  0.964
O2 -0.1580 -2.8480 3.3320  -0.553
O3 0.5299 -0.7397 2.3052  -0.658
O4 1.3047 -2.7767 1.3774  -0.788
C13 6.4964 -1.1206 0.5910  -0.790
N3 5.6426 -1.4267 1.8231  0.116
C14 5.5137 -0.1374 2.6528  -0.735
N4 5.0070 0.9271 1.8616  0.170
C15 5.8486 1.1499 0.6883  -0.930
N5 5.9498 -0.0419 -0.1561  0.177
C16 4.6709 -0.3762 -0.8098  -1.168
P1 3.3395 -0.7360 0.4201  1.442
C17 4.2873 -1.9542 1.4335  -1.486
C18 3.5951 0.7399 1.4977  -1.558
H10 6.5430 -2.0353 0.0023  0.385
H11 7.4877 -0.8633 0.9641  0.369
H12 6.1152 -2.1272 2.3941  0.344
H13 6.5192 0.0881 3.0081  0.351
H14 4.8540 -0.3695 3.4872  0.463
H15 6.8505 1.4287 1.0192  0.301
H16 5.4332 1.9672 0.1022  0.399
H17 4.8190 -1.2417 -1.4603  0.529
H18 4.3526 0.4556 -1.4380  0.398
H19 4.4340 -2.8744 0.8647  0.370
H20 3.7245 -2.1919 2.3375  0.706
H21 2.9884 0.6196 2.3985  0.427
H22 3.2405 1.6237 0.9681  0.567
O5 0.7033 1.3038 -3.1590  -0.702
C19 0.8801 1.3770 -1.9586  -0.392
O6 1.5307 0.4737 -1.2589  -0.045
C20 0.3103 2.5430 -1.1752  0.687
C21 0.4845 2.6723 0.2001  0.555
C22 -0.0782 3.7386 0.8885  -1.065
C23 -0.8280 4.6853 0.2032  -0.519
C24 -1.0086 4.5623 -1.1681  -0.584
C25 -0.4386 3.5000 -1.8529  -0.848
H23 1.0581 1.9358 0.7497  0.395
H24 0.0734 3.8307 1.9580  0.484
H25 -1.2728 5.5165 0.7368  0.429
H26 -1.5950 5.2977 -1.7048  0.493
H27 -0.5647 3.3882 -2.9229  0.470
C26 -5.8666 5.0474 -1.7120  -1.566
C27 -4.9704 3.9560 -1.2044  0.614
C28 -4.4025 3.0368 -2.0770  -1.071
C29 -3.5511 2.0321 -1.6400  0.433
C30 -2.9959 1.0801 -2.6601  -1.206
C31 -3.2658 1.9578 -0.2568  0.954
C32 -2.3320 0.9947 0.2801  -0.375
O7 -1.7271 0.1411 -0.3732  -0.449
C33 -3.8489 2.8750 0.6490  1.326
C34 -3.5915 2.8266 2.1334  -1.855
C35 -4.6879 3.8558 0.1564  -0.796
H28 -6.1956 4.8513 -2.7310  0.373
H29 -5.3392 6.0039 -1.7067  0.302
H30 -6.7464 5.1581 -1.0779  0.392
H31 -4.6300 3.1042 -3.1351  0.339
H32 -3.3628 1.3493 -3.6496  0.467
H33 -3.2951 0.0528 -2.4430  0.269
H34 -1.9055 1.0937 -2.6795  0.162
H35 -2.1393 1.0544 1.3594  0.278
H36 -2.5356 2.9787 2.3664  0.295
H37 -3.8960 1.8749 2.5729  0.395
H38 -4.1557 3.6130 2.6315  0.400
H39 -5.1413 4.5599 0.8454  0.391

No. 2
Here is a cluster of 2 separate species, C6H11NO5 in total in a non-equilibrium geometry from OMol25. Energies are from ωB97M-V with the def2-TZVPD basis set.

Results
Energy above the lowest of the compared OMol25 structures with the same formula, charge and spin in eV: 3.5355
Total energy in hartree: -665.93753
Orbital gap (spin up / spin down) in eV: 8.6 / 7.5
Strongest force on any atom in Eh/bohr: 0.1108
Spin multiplicity: 1

Each line ends with the Mulliken charge.
CARTESIAN COORDINATES (ANGSTROEM)
N1 3.8442 0.2381 -2.7878  0.383
O1 4.2955 -0.5081 -3.5825  -0.135
C1 -0.5889 -1.7990 -0.7311  -1.352
C2 -0.2989 -0.3182 -0.5993  0.216
C3 1.0727 -0.0035 0.1512  0.279
C4 1.3636 -0.5900 1.5051  -1.446
O2 2.2303 -0.6052 -0.5818  -0.188
O3 2.1783 -0.2829 -1.9347  -0.407
O4 -1.5873 0.1547 0.1585  -0.365
C5 -1.7960 1.4802 0.4345  0.723
O5 -1.1384 2.4256 0.0250  -0.573
C6 -2.9682 1.6480 1.3743  -0.992
H1 0.1368 -2.1941 -1.4303  0.352
H2 -0.5358 -2.2113 0.2987  0.320
H3 -1.6020 -1.8871 -1.1534  0.391
H4 -0.2396 0.2711 -1.5534  0.424
H5 1.2037 1.0904 0.1007  0.430
H6 0.6093 -0.2440 2.2157  0.332
H7 1.3282 -1.6899 1.3845  0.365
H8 2.3433 -0.1874 1.8327  0.363
H9 -3.3557 0.7100 1.7923  0.288
H10 -2.7025 2.3220 2.2022  0.306
H11 -3.7925 2.1805 0.8789  0.286

No. 3
Here is a cluster of 2 separate species, C3H3ClNO in total in a non-equilibrium geometry from OMol25. Energies are from ωB97M-V with the def2-TZVPD basis set.

Results
Net charge: +1
Energy above the lowest of the compared OMol25 structures with the same formula, charge and spin in eV: 0.9002
Total energy in hartree: -705.89909
Orbital gap in eV: 7.4
Strongest force on any atom in Eh/bohr: 0.0810
Spin multiplicity: 1

Each line ends with the Mulliken charge.
CARTESIAN COORDINATES (ANGSTROEM)
C1 0.5128 1.5551 1.3689  -0.629
C2 -0.6437 -1.0781 -0.4009  0.680
C3 -0.3958 0.8584 0.7669  0.675
N1 -0.8907 0.0589 -0.0371  -0.280
O1 -0.4667 -2.1307 -0.7704  -0.056
Cl1 0.0032 -4.1172 -2.6830  -0.268
H1 0.7845 1.5567 2.4446  0.296
H2 0.8821 -5.0121 -2.2116  0.276
H3 1.3256 2.3376 1.0828  0.307

No. 4
Here is the molecule C11H11ClO in a non-equilibrium geometry from OMol25. Energies are from ωB97M-V with the def2-TZVPD basis set.

Results
Total energy in hartree: -960.95811
Orbital gap (spin up / spin down) in eV: 7.2 / 8.0
Strongest force on any atom in Eh/bohr: 0.0758
Spin multiplicity: 3

Each line ends with the Mulliken charge.
CARTESIAN COORDINATES (ANGSTROEM)
C1 1.3454 3.1813 1.0379  -0.436
C2 2.2204 2.3591 0.4009  -0.514
C3 -0.0227 3.1870 0.7345  -0.368
C4 1.7301 1.4057 -0.4485  -0.506
C5 -0.5178 2.1891 -0.1162  -0.352
C6 0.3867 1.3698 -0.8364  0.765
C7 -0.1390 0.3629 -1.5848  -0.296
C8 -0.3409 -0.8149 -2.0097  0.164
C9 -0.6562 -1.5814 -0.7453  0.110
C10 0.5274 -2.1199 0.0463  -0.998
C11 -2.0460 -1.5538 -0.2739  -0.380
O1 -2.7652 -2.7459 -0.5653  -0.508
Cl1 -0.6067 -1.3815 -3.5739  -0.197
H1 1.8533 4.0021 1.5906  0.281
H2 3.2414 2.3429 0.5397  0.479
H3 -0.6208 4.0334 1.2467  0.273
H4 2.4611 0.8758 -1.0293  0.388
H5 -1.6186 2.0422 -0.3667  0.283
H6 0.1951 -3.2323 0.1185  0.278
H7 0.6974 -1.6977 1.0700  0.257
H8 1.3018 -1.8996 -0.6322  0.364
H9 -2.5526 -0.6754 -0.5926  0.263
H10 -2.2417 -1.2941 0.8404  0.277
H11 -2.2614 -3.1761 -1.1934  0.372

No. 5
Here is a structure of composition C16H24N6Pt from OMol25. Energies are from ωB97M-V with the def2-TZVPD basis set.

Results
Net charge: +4
Energy above the lowest of the compared OMol25 structures with the same formula, charge and spin in eV: 0.0000
Total energy in hartree: -1070.33433
Orbital gap in eV: 8.9
Strongest force on any atom in Eh/bohr: 0.0036
Spin multiplicity: 1

Each line ends with the Mulliken charge.
CARTESIAN COORDINATES (ANGSTROEM)
Pt1 -0.5300 0.0460 -0.3042  1.414
C1 1.6652 3.7704 0.0201  -1.682
C2 0.9229 2.4995 0.1734  0.831
N1 0.2460 1.9142 -0.7745  -0.073
C3 0.6467 2.0000 -2.1923  -0.652
C4 1.6086 0.8171 -2.2931  -0.595
N2 0.9555 -0.4557 -1.7616  -0.555
C5 0.3319 -1.2794 -2.8735  -0.623
C6 -1.1172 -0.8918 -3.0603  -0.730
N3 -1.7730 -0.9054 -1.7070  -0.412
C7 -1.9936 -2.3460 -1.2476  -0.626
C8 -1.9234 -2.5070 0.2631  -0.720
N4 -0.8133 -1.6643 0.7541  -0.409
C9 -0.1991 -1.7171 1.8982  0.980
C10 -0.3291 -2.8236 2.8714  -1.659
C11 0.6002 -0.4906 2.2372  0.552
C12 1.2423 -0.2066 3.4334  -0.692
C13 1.7836 1.0686 3.6184  -0.786
C14 1.6726 2.0480 2.6274  -0.591
C15 1.0364 1.7137 1.4423  0.699
N5 0.5616 0.4696 1.2920  0.039
H1 1.3938 4.3177 -0.8780  0.447
H2 2.7473 3.5911 0.0298  0.428
H3 1.4512 4.4060 0.8856  0.517
H4 1.1578 2.9292 -2.4385  0.503
H5 -0.2323 1.9220 -2.8267  0.173
H6 2.4835 1.0092 -1.6715  0.487
H7 1.9575 0.6426 -3.3103  0.481
H8 1.7057 -1.0284 -1.3734  0.339
H9 0.4613 -2.3285 -2.6168  0.445
H10 0.8884 -1.1137 -3.7960  0.512
H11 -1.6219 -1.5989 -3.7235  0.432
H12 -1.2441 0.1008 -3.4887  0.339
H13 -2.6813 -0.4493 -1.7997  0.455
H14 -1.2227 -2.9506 -1.7156  0.315
H15 -2.9570 -2.6858 -1.6296  0.469
H16 -1.7853 -3.5600 0.5106  0.519
H17 -2.8368 -2.1655 0.7579  0.333
H18 -0.8035 -3.7061 2.4512  0.415
H19 -0.9244 -2.4868 3.7296  0.409
H20 0.6567 -3.1010 3.2544  0.500
H21 1.3117 -0.9488 4.2195  0.531
H22 2.2853 1.3050 4.5503  0.498
H23 2.0819 3.0385 2.7859  0.505
N6 -2.9827 1.2860 1.2482  -0.024
C16 -2.1037 0.8286 0.6855  -0.013
H24 -3.7811 1.6871 1.7427  0.275